No. 1
DFT (the ωB97M-V functional and the def2-TZVPD basis) results for a cluster of 2 separate species, C5H13OPS2 in total.

Geometry as XYZ:
```
22
Properties=species:S:1:pos:R:3:forces:R:3:nbo_charge:R:1
C 1.685938 1.651434 0.022688 -0.186 0.109 0.137 -0.420
C 2.291049 0.521035 -0.298931 0.097 -0.150 -0.063 0.034
C 1.584580 -0.799722 -0.289230 -0.032 0.095 0.044 -0.641
C 3.726051 0.483028 -0.734713 0.009 0.107 -0.017 -0.645
H 2.194931 2.599535 0.018043 0.212 0.186 -0.026 0.192
H 0.648672 1.671826 0.314873 -0.221 -0.061 0.052 0.189
H 1.589767 -1.236641 -1.289151 -0.005 -0.098 -0.030 0.213
H 0.556759 -0.694287 0.047772 -0.116 -0.032 -0.016 0.216
H 2.097987 -1.493680 0.378483 0.009 -0.077 -0.021 0.213
H 3.780568 0.506966 -1.826355 0.076 -0.086 0.011 0.219
H 4.274315 1.340970 -0.347981 0.049 -0.003 -0.057 0.218
H 4.211535 -0.431669 -0.393539 0.067 0.009 -0.012 0.210
C -4.762794 -1.403168 1.491678 -0.078 -0.351 0.132 -0.255
O -4.549410 -0.118828 0.945676 -0.185 0.476 -0.220 -0.829
P -3.251376 0.188558 0.013257 0.393 -0.164 -0.008 0.881
S -3.823481 -0.891967 -1.751165 -0.392 0.082 0.099 -0.355
S -3.798392 2.181781 -0.379417 -0.249 0.108 -0.040 -0.297
H -5.668738 -1.323002 2.091022 0.081 -0.105 -0.004 0.201
H -3.927317 -1.706626 2.127205 0.007 -0.013 -0.006 0.179
H -4.909124 -2.145431 0.703125 0.006 0.008 0.049 0.188
H -2.569475 -0.967068 -2.186620 0.287 -0.076 -0.021 0.145
H -2.526179 2.574969 -0.458100 0.170 0.036 0.018 0.143
```
Forces are in eV/Å.

Properties
LUMO, eV: 0.650
Structure (SMILES): C=C(C)C.COP(S)S
Max |F|, eV/Å: 0.6
Energy relative to the best compared isomer or geometry (same formula, charge and spin), kcal/mol: 0.0
Orbital gap, eV: 9.50

No. 2
DFT (the ωB97M-V functional and the def2-TZVPD basis) results for a structure of composition C5H11O4Zn.

Geometry as XYZ:
```
21
Properties=species:S:1:pos:R:3:forces:R:3:nbo_charge:R:1
C 3.510767 -0.090015 -0.903520 -0.221 0.144 -0.259 -0.248
O 3.567929 -0.221845 0.493647 -0.369 -0.071 0.585 -0.542
H 4.542683 -0.003173 -1.267984 -0.278 -0.055 0.083 0.189
H 3.034530 -0.960554 -1.380975 0.081 0.195 0.056 0.166
H 2.954968 0.820229 -1.193500 0.149 -0.217 0.026 0.163
O -1.986078 1.260605 3.707654 -1.496 0.638 4.488 -0.705
C -2.034177 1.263709 5.002497 -2.331 -0.736 -4.053 0.310
C 0.562038 3.049983 3.772501 0.866 1.663 -0.366 -0.118
O 0.472404 1.842606 4.239376 0.176 -0.860 1.647 -0.907
C 2.400464 0.175299 1.221637 0.334 0.308 -0.032 -0.082
C 1.222313 -0.788783 1.122848 0.811 -0.790 -0.753 -0.059
O 0.115006 -0.441644 1.869985 0.444 -2.021 -2.159 -1.067
Zn -0.346484 0.665508 3.050460 0.885 1.093 0.632 1.705
H -2.050295 0.287515 5.520366 1.137 0.418 0.078 0.157
H -2.622583 2.057478 5.492366 0.880 0.235 -0.085 0.162
H 0.507813 3.880595 4.495560 -0.109 -0.263 -0.196 0.121
H 1.268427 3.224156 2.941550 -0.489 -0.041 -0.011 0.121
H 2.730958 0.223784 2.270569 -0.140 0.204 -0.270 0.186
H 2.080143 1.175834 0.869123 0.091 -0.159 0.245 0.152
H 1.617241 -1.784438 1.419144 -0.285 0.293 -0.036 0.151
H 0.961581 -0.876956 0.047028 -0.136 0.023 0.383 0.145
```
Forces are in eV/Å.

Properties
LUMO (alpha / beta), eV: -1.588 / -1.292
Multiplicity: 2
Max |F|, eV/Å: 4.8
Energy relative to the best compared isomer or geometry (same formula, charge and spin), kcal/mol: 35.9
Orbital gap (alpha / beta), eV: 4.78 / 7.78

No. 3
DFT (the ωB97M-V functional and the def2-TZVPD basis) results for the molecule C5H9NO2.

Geometry as XYZ:
```
17
Properties=species:S:1:pos:R:3:forces:R:3:nbo_charge:R:1
C -0.356230 -1.720177 -0.697807 0.342 0.209 -0.911 -0.616
C -0.549347 -0.479864 0.181932 0.438 -0.484 -0.456 -0.153
C -1.416368 0.548299 -0.526566 -0.349 -0.261 0.060 0.433
O -2.611645 0.399234 -0.545001 0.049 0.143 -0.049 -0.516
N 0.727334 0.068601 0.656263 -0.489 -0.113 0.437 -0.432
C 0.989577 -0.030020 2.084374 0.017 0.339 -0.277 -0.398
C 1.524144 0.754795 -0.187136 -0.227 0.062 -0.141 0.531
O 1.364035 0.772305 -1.391810 0.201 0.204 -0.042 -0.625
H -1.223774 -1.985015 -1.303502 -0.343 0.051 0.507 0.230
H 0.394063 -1.497404 -1.453219 0.300 -0.059 0.139 0.236
H -0.043908 -2.573971 -0.106766 0.042 -0.103 0.073 0.212
H -1.088408 -0.828952 1.048396 -0.326 0.267 0.402 0.224
H -0.935016 1.383317 -1.056272 0.086 0.026 0.144 0.145
H 0.149975 0.392307 2.630910 -0.043 0.062 0.200 0.198
H 1.113529 -1.069734 2.395482 0.123 0.060 -0.057 0.201
H 1.887283 0.547027 2.321499 -0.081 -0.196 0.037 0.212
H 2.286386 1.355642 0.334353 0.259 -0.207 -0.068 0.116
```
Forces are in eV/Å.

Properties
LUMO, eV: 0.717
Structure (SMILES): C[C@H](C=O)N(C)C=O
Max |F|, eV/Å: 1.0
Energy relative to the best compared isomer or geometry (same formula, charge and spin), kcal/mol: 24.1
Orbital gap, eV: 10.09

No. 4
DFT (the ωB97M-V functional and the def2-TZVPD basis) results for a cluster of 10 separate species, C44H57F14N2O31PS2 in total.

Geometry as XYZ:
```
151
Properties=species:S:1:pos:R:3:forces:R:3:mulliken_charge:R:1
C -1.123784 -5.609529 0.443440 -0.317 -0.071 -0.065 -1.467
C -1.294151 -4.123671 0.131607 0.144 -0.029 -0.007 0.659
C -1.021229 -3.795253 -1.339720 -0.062 -0.130 -0.054 -1.129
C -1.591400 -2.458896 -1.816357 -0.056 -0.073 -0.104 -0.830
N -1.310221 -1.432116 -0.819365 0.091 0.145 0.094 0.922
C -1.435335 0.012440 -1.019138 -0.106 0.037 -0.038 -0.184
C -0.647037 0.567833 -2.229755 -0.059 0.290 0.112 0.735
F -1.151514 0.033869 -3.429478 0.090 -0.048 0.150 -0.471
C 0.864761 0.366072 -2.253565 0.068 -0.049 -0.251 0.087
C 1.435501 -1.045497 -2.382301 0.158 0.082 -0.069 -1.156
C -0.777574 0.521407 0.289002 0.137 -0.196 0.195 -2.836
C -0.886818 1.959391 0.790991 0.294 0.134 0.138 0.626
P 0.268061 3.272171 0.017632 -0.124 0.716 -0.180 0.915
S -0.257658 5.132274 -0.012406 -0.203 0.017 0.185 -0.453
C -0.467287 1.905741 2.281092 -0.174 -0.424 -0.301 0.301
F -1.285185 1.147446 2.994763 -0.519 -0.348 0.242 -0.246
F 0.756307 1.357916 2.403499 0.456 -0.130 -0.126 -0.015
F -0.429748 3.089042 2.847601 0.033 0.918 0.243 -0.268
O -2.244181 2.386732 0.854842 -0.014 -0.337 0.031 -0.511
S -3.073188 2.235704 -0.502636 0.065 -0.169 -0.196 1.234
O -4.399714 2.601416 -0.130203 0.031 0.183 -0.159 -0.810
O -2.363507 2.986808 -1.499032 -0.103 0.036 0.096 -0.327
C -2.995825 0.461703 -0.996472 0.115 -0.089 -0.161 1.920
C -3.682662 0.593085 -2.390965 -0.069 0.158 -0.011 -1.893
C -3.982058 -0.635894 -3.224748 0.050 0.087 -0.048 -0.899
F -4.839176 -1.510375 -2.557780 0.063 0.046 -0.109 -0.314
C -3.741654 -0.451502 0.014004 0.034 -0.076 0.097 -0.920
C -5.125741 -0.146463 0.619218 -0.071 0.119 0.598 -1.013
C -6.340951 -0.313747 -0.276314 0.258 0.630 0.120 0.232
N -6.871677 0.824693 -0.862797 0.519 0.516 0.037 -0.512
O -6.843306 -1.390012 -0.414567 -0.285 -1.031 -0.408 -0.557
H -1.867281 -6.230578 -0.063356 0.054 0.137 -0.056 0.549
H -1.246667 -5.785806 1.517641 0.007 -0.028 -0.210 0.091
H -0.116353 -5.950147 0.180020 -0.797 -0.102 -0.340 0.335
H -2.296559 -3.776317 0.413453 0.094 -0.090 -0.061 0.104
H -0.583795 -3.568849 0.760572 -0.189 0.041 -0.041 -0.125
H -1.469113 -4.577842 -1.964114 0.082 0.080 0.031 0.565
H 0.059126 -3.827624 -1.540534 -0.115 -0.010 0.094 0.163
H -2.675907 -2.569230 -1.930234 0.095 0.077 0.031 0.668
H -1.160915 -2.237321 -2.799058 -0.143 0.021 0.033 0.187
H -0.404966 -1.614799 -0.406007 -0.064 -0.025 -0.072 0.297
H -0.840354 1.644728 -2.278328 0.018 -0.192 -0.148 0.372
H 1.185261 0.922122 -3.145876 -0.007 -0.008 0.143 0.164
H 1.338220 0.889854 -1.418386 -0.105 -0.127 -0.116 -0.810
H 2.497597 -0.951132 -2.610896 -0.224 -0.063 0.087 0.495
H 0.979600 -1.591948 -3.212554 -0.037 0.034 0.165 0.394
H 1.375484 -1.653708 -1.475786 -0.097 0.078 -0.083 -0.175
H -1.250004 -0.086667 1.064103 0.129 0.033 -0.009 1.227
H 0.279237 0.236484 0.296571 -0.107 0.052 -0.128 0.499
H 0.644046 2.776233 -1.228643 -0.064 -0.203 0.050 -0.049
H 1.377599 3.035138 0.825680 0.117 -0.196 -0.083 0.079
H -4.626017 1.132971 -2.241955 0.075 -0.175 0.031 0.778
H -3.080082 1.241604 -3.029072 -0.052 -0.078 0.082 0.396
H -3.083784 -1.176084 -3.517535 -0.117 -0.015 0.125 0.134
H -4.488882 -0.300485 -4.136751 0.014 -0.070 0.128 0.471
H -3.083272 -0.578564 0.875319 -0.062 -0.024 -0.084 0.240
H -3.806131 -1.439705 -0.443507 0.075 0.141 -0.039 0.583
H -5.127010 0.810599 1.144280 -0.059 -0.015 -0.161 0.533
H -5.266294 -0.918639 1.384197 0.104 0.101 -0.101 0.467
H -6.435442 1.682938 -0.555006 0.153 -0.016 -0.240 0.318
H -6.989276 0.789207 -1.865828 -0.507 -0.208 0.149 0.269
O -5.293858 6.749756 -5.726999 0.017 -0.055 0.067 -0.522
C -4.575342 5.964658 -5.207263 -0.091 -0.039 -0.014 0.541
O -3.869674 6.172568 -4.077209 0.031 0.048 0.049 -0.404
C -3.251623 4.940591 -3.683360 -0.028 -0.052 0.070 0.597
C -3.214241 4.187049 -4.995014 0.029 0.047 -0.031 0.372
F -3.373768 2.846259 -4.840037 -0.096 -0.020 0.057 -0.236
O -4.330869 4.707290 -5.684086 0.103 0.105 -0.135 -0.380
H -3.886787 4.425058 -2.963057 0.000 -0.032 -0.022 -0.061
H -2.276551 5.118612 -3.246061 0.052 0.128 -0.011 -0.083
H -2.317211 4.356083 -5.593523 0.057 -0.104 0.027 0.167
O 0.767924 -2.392419 6.118251 -0.234 0.079 0.068 -0.599
C 1.252897 -1.315428 6.037106 0.083 -0.006 -0.002 0.613
O 0.900568 -0.357814 5.149574 -0.032 -0.037 -0.022 -0.188
C 1.614938 0.842647 5.465471 0.021 0.051 0.057 -0.255
C 2.804520 0.301786 6.235992 -0.128 -0.070 -0.039 0.323
F 3.206176 1.135926 7.224052 0.094 0.074 0.048 -0.278
O 2.280304 -0.874893 6.813338 0.135 -0.163 -0.055 -0.300
H 1.002788 1.472037 6.112887 0.042 0.024 0.024 0.273
H 1.876453 1.374450 4.557528 -0.010 -0.097 -0.067 0.177
H 3.670079 0.039991 5.624480 0.055 0.079 0.041 0.221
O 3.198047 2.247531 -0.546041 0.283 0.085 0.087 -0.532
C 3.763406 1.318484 -0.060606 -0.438 -0.202 0.072 0.309
O 4.352238 1.297557 1.148667 0.091 0.018 -0.034 -0.328
C 4.658095 -0.073531 1.475093 -0.023 0.036 -0.002 -0.016
C 4.729989 -0.710315 0.098430 0.009 0.015 0.032 0.237
F 4.292415 -1.980607 0.066797 -0.119 -0.001 0.084 -0.176
O 3.831952 0.100713 -0.645117 0.260 0.110 -0.165 0.124
H 3.840134 -0.493576 2.056638 0.024 -0.082 -0.047 -0.072
H 5.581002 -0.131337 2.041865 0.028 0.115 -0.029 0.315
H 5.714700 -0.665712 -0.370825 0.004 -0.076 0.000 0.119
O 4.083366 -2.507167 3.177372 -0.098 -0.085 0.119 -0.618
C 3.219525 -3.328684 3.130295 -0.136 0.175 -0.161 0.659
O 2.386627 -3.629242 4.139612 0.166 0.067 0.043 -0.286
C 1.356583 -4.492335 3.645048 -0.075 -0.049 0.001 -0.118
C 2.023871 -5.095213 2.421622 0.112 0.024 0.120 0.113
F 1.159331 -5.329089 1.413907 0.912 0.364 0.586 -0.097
O 2.927159 -4.067731 2.035930 0.193 -0.138 0.026 -0.274
H 0.490887 -3.893695 3.358644 -0.028 -0.018 -0.057 0.208
H 1.075056 -5.211628 4.406838 0.132 0.002 0.054 0.169
H 2.594286 -6.005505 2.612990 -0.070 -0.052 -0.039 0.180
O -2.259500 -8.250141 1.981417 0.072 -0.076 0.152 -0.460
C -2.002234 -8.191220 3.132855 -0.105 -0.174 -0.105 0.567
O -2.672134 -8.828057 4.123393 0.005 0.001 -0.032 -0.336
C -1.970855 -8.636350 5.351297 0.051 -0.006 0.060 -0.464
C -1.172776 -7.378078 5.064614 -0.180 -0.055 -0.046 0.341
F 0.035431 -7.371846 5.679215 0.111 -0.062 -0.039 -0.293
O -0.984319 -7.452623 3.668859 0.029 0.261 -0.021 -0.216
H -1.295938 -9.476498 5.523674 0.033 0.027 0.043 0.280
H -2.672593 -8.541956 6.174005 -0.077 0.031 -0.071 0.283
H -1.687209 -6.445987 5.305528 0.066 0.026 0.097 0.313
O 0.422430 4.636155 -3.428036 0.047 -0.098 -0.222 -0.250
C 0.723497 5.785887 -3.425070 -0.036 0.120 0.098 0.508
O 1.949006 6.266143 -3.131805 0.033 -0.131 -0.074 -0.309
C 1.956479 7.674206 -3.378744 -0.013 0.108 0.011 -0.527
C 0.479170 8.016654 -3.307224 0.041 0.015 0.057 0.306
F 0.136604 9.001803 -4.165180 0.030 -0.067 -0.089 -0.291
O -0.123824 6.802993 -3.717631 -0.131 -0.160 0.181 -0.275
H 2.334569 7.867588 -4.383954 -0.016 0.056 -0.003 0.290
H 2.569037 8.180608 -2.639775 -0.017 -0.095 0.076 0.275
H 0.113174 8.271282 -2.311699 -0.016 0.081 -0.027 0.306
O 3.382347 -3.259059 -3.431702 0.227 -0.300 -0.145 -0.457
C 3.726783 -2.657758 -4.393229 -0.174 0.204 0.084 0.626
O 3.921081 -1.317710 -4.402340 0.169 0.078 0.046 -0.225
C 4.412553 -0.929815 -5.683177 0.088 0.094 -0.104 0.013
C 3.943578 -2.076537 -6.554097 0.057 0.027 0.078 0.435
F 4.806674 -2.342486 -7.560552 0.074 -0.107 0.065 -0.312
O 3.931943 -3.165219 -5.636016 -0.194 -0.022 0.020 -0.378
H 5.502701 -0.880345 -5.660231 0.015 -0.083 -0.072 0.248
H 3.998992 0.027922 -5.971173 -0.075 -0.022 0.045 -0.226
H 2.943604 -1.951712 -6.968369 0.036 0.040 -0.098 0.292
O 0.246856 2.633841 12.975952 -0.001 -0.064 -0.080 -0.482
C 0.674188 2.005296 12.070593 -0.081 -0.046 0.020 0.567
O 1.313978 0.815491 12.173731 -0.002 -0.022 0.059 -0.332
C 1.534485 0.296759 10.862082 -0.005 -0.024 -0.062 -0.376
C 1.473493 1.553397 10.015047 0.085 -0.039 0.107 0.349
F 0.940995 1.324618 8.790719 -0.268 -0.018 -0.010 -0.264
O 0.606464 2.379372 10.758847 0.127 0.167 0.024 -0.320
H 0.720184 -0.377564 10.591760 0.011 -0.001 -0.059 0.279
H 2.485163 -0.225066 10.816875 0.035 0.055 0.086 0.266
H 2.430029 2.062015 9.883621 0.000 -0.024 -0.114 0.293
O 2.269209 0.608391 -7.412438 0.019 0.108 -0.073 -0.531
C 2.245697 1.770339 -7.165651 -0.152 0.008 0.020 0.657
O 3.340532 2.536857 -6.962395 0.063 -0.007 -0.014 -0.349
C 2.921653 3.898420 -6.818233 -0.055 0.065 -0.041 -0.471
C 1.470382 3.738049 -6.400105 0.168 -0.188 0.181 0.902
F 0.680167 4.719923 -6.884562 -0.053 0.090 -0.135 -0.293
O 1.120895 2.507363 -7.011412 -0.049 -0.131 0.084 -0.308
H 2.981215 4.400147 -7.784975 -0.022 0.043 0.002 0.310
H 3.543930 4.406348 -6.088511 0.027 -0.108 0.070 0.289
H 1.306704 3.655823 -5.323531 -0.043 0.095 -0.053 -0.187
```
Forces are in eV/Å.

Properties
LUMO, eV: 0.023
Structure (SMILES): CCCCN[C@]1([C@H](F)CC)C[C@]([PH2]=S)(C(F)(F)F)OS(=O)(=O)[C@]1(CCF)CCC(N)=O.O=C1OC[C@@H](F)O1.O=C1OC[C@@H](F)O1.O=C1OC[C@@H](F)O1.O=C1OC[C@@H](F)O1.O=C1OC[C@@H](F)O1.O=C1OC[C@@H](F)O1.O=C1OC[C@@H](F)O1.O=C1OC[C@@H](F)O1.O=C1OC[C@@H](F)O1
Max |F|, eV/Å: 1.1
Orbital gap, eV: 9.14